1.
Density functional theory data (ωB97M-V/def2-TZVPD) for a structure of composition C18H12BCaN3O4.

The geometry in XYZ format:
```
39
Properties=species:S:1:pos:R:3:lowdin_charge:R:1
Ca 0.05 -1.25 -1.06 1.3279
O 1.43 -1.33 2.95 0.0942
C 1.22 -1.69 1.81 -0.4610
N 0.03 -1.89 1.16 -0.0324
C -1.15 -1.69 1.83 -0.4597
O -1.35 -1.39 2.98 0.0937
C -2.37 -1.88 0.93 -0.1866
C -3.63 -1.89 1.52 0.0103
C -4.75 -2.05 0.73 -0.0395
C -4.58 -2.21 -0.64 -0.0536
C -3.30 -2.18 -1.16 -0.1316
N -2.21 -2.03 -0.39 -0.0111
C 2.44 -1.97 0.93 -0.1876
C 3.69 -2.02 1.53 0.0100
C 4.80 -2.27 0.74 -0.0398
C 4.63 -2.44 -0.62 -0.0536
C 3.36 -2.35 -1.15 -0.1316
N 2.27 -2.13 -0.39 -0.0113
H -3.68 -1.75 2.59 0.1217
H -5.74 -2.06 1.17 0.1130
H -5.43 -2.34 -1.30 0.1073
H -3.14 -2.28 -2.22 0.1093
H 3.75 -1.86 2.60 0.1219
H 5.78 -2.32 1.19 0.1130
H 5.47 -2.63 -1.27 0.1072
H 3.19 -2.46 -2.21 0.1094
O 0.18 2.36 -2.71 0.0689
B 0.09 1.19 -1.93 -0.4778
O -0.10 1.61 -0.57 -0.0032
C -0.10 2.98 -0.57 -0.2340
C -0.25 3.85 0.49 0.0021
C -0.21 5.22 0.19 -0.0971
C -0.05 5.66 -1.11 -0.0975
C 0.10 4.77 -2.17 0.0008
C 0.06 3.43 -1.87 -0.2318
H -0.37 3.49 1.50 0.1187
H -0.32 5.93 1.00 0.0976
H -0.03 6.73 -1.31 0.0972
H 0.23 5.11 -3.19 0.1165
```

Output
Energy relative to the best compared isomer or geometry (same formula, charge and spin)   6.8 kcal per mole
HOMO energy   -7.54 eV
Orbital gap   7.3 eV

***

2.
Density functional theory data (ωB97M-V/def2-TZVPD) for a cluster of 4 separate species, C14H37BF5NO14P4S in total at a distorted geometry.

The geometry in XYZ format:
```
77
Properties=species:S:1:pos:R:3:lowdin_charge:R:1
N 6.35 -0.82 3.76 -0.1362
P 5.22 -0.49 2.75 0.5237
O 5.82 0.44 1.56 -0.1521
O 4.67 -1.83 1.98 -0.1669
B 3.81 0.38 3.74 -0.1692
C 2.40 -0.28 3.79 -0.1285
C 1.73 -0.55 2.39 -0.2776
C 2.21 0.37 1.24 -0.5391
S 0.88 0.40 -0.04 0.7130
C 4.08 1.74 4.56 -0.3593
F 2.97 2.23 5.15 0.1073
F 4.96 1.51 5.59 0.0916
C 4.71 2.92 3.72 -0.5833
F 4.42 2.86 2.43 0.1792
F 6.00 2.98 3.94 0.1893
F 4.21 4.08 4.17 0.1573
H 6.12 -0.52 4.71 -0.0220
H 6.10 -0.09 0.80 0.0858
H 4.56 -2.48 2.69 0.0838
H 2.53 -1.27 4.27 0.1126
H 1.67 0.25 4.41 0.1056
H 1.84 -1.61 2.14 0.1048
H 0.66 -0.36 2.51 0.0867
H 3.08 -0.10 0.77 0.0533
H 2.36 1.41 1.54 0.0660
H 1.32 -0.36 -1.07 -0.1509
C 0.45 3.79 -5.36 -0.1189
O -0.31 3.10 -4.36 -0.2520
P -0.53 3.90 -2.88 0.6012
O -1.09 2.75 -2.11 -0.2794
O -1.68 4.86 -3.52 -0.2739
C -2.84 4.25 -4.06 -0.0993
O -0.33 4.98 -1.61 -0.2226
C 0.47 6.15 -1.88 -0.1167
H 0.36 3.25 -6.30 0.0876
H 0.08 4.81 -5.51 0.0848
H 1.51 3.83 -5.07 0.0813
H -3.00 3.24 -3.66 0.0658
H -2.75 4.20 -5.14 0.0897
H -3.71 4.86 -3.80 0.0931
H 0.03 6.75 -2.68 0.0827
H 1.49 5.86 -2.16 0.0805
H 0.51 6.74 -0.97 0.0876
C -2.41 -4.21 6.93 -0.1172
O -1.58 -3.38 6.10 -0.2368
P -0.21 -4.10 5.43 0.6010
O 0.45 -2.87 4.93 -0.2598
O -1.10 -4.86 4.30 -0.2770
C -1.87 -4.07 3.39 -0.0989
O 1.04 -5.18 5.16 -0.2269
C 0.93 -6.48 5.78 -0.1161
H -3.33 -3.67 7.14 0.0894
H -2.66 -5.15 6.42 0.0839
H -1.90 -4.43 7.87 0.0820
H -1.50 -3.04 3.33 0.0839
H -2.91 -4.06 3.71 0.0851
H -1.81 -4.53 2.41 0.0902
H 0.04 -7.00 5.42 0.0831
H 0.89 -6.38 6.87 0.0809
H 1.81 -7.06 5.52 0.0876
C -4.64 0.42 -4.01 -0.1170
O -4.86 0.81 -5.38 -0.2530
P -3.75 0.26 -6.53 0.6307
O -4.29 1.17 -7.59 -0.2799
O -4.42 -1.22 -6.60 -0.2717
C -5.81 -1.32 -6.89 -0.1046
O -2.44 -0.23 -7.48 -0.2321
C -1.39 -0.96 -6.82 -0.1219
H -5.51 0.69 -3.43 0.0893
H -4.49 -0.66 -3.94 0.0822
H -3.76 0.93 -3.60 0.0713
H -6.19 -0.43 -7.38 0.0871
H -6.37 -1.49 -5.96 0.0845
H -5.96 -2.18 -7.54 0.0901
H -1.77 -1.88 -6.39 0.0812
H -0.94 -0.35 -6.03 0.0771
H -0.62 -1.19 -7.56 0.0854
```

Output
HOMO energy   -8.71 eV
Orbital gap   6.9 eV

***

3.
Density functional theory data (ωB97M-V/def2-TZVPD) for a cluster of 3 separate species, C12H22N3O3PS2 in total at a distorted geometry.

The geometry in XYZ format:
```
43
Properties=species:S:1:pos:R:3:lowdin_charge:R:1
C 0.39 -0.95 -1.54 0.0922
C 0.59 0.00 -0.50 -0.0854
C 0.86 1.17 0.63 -0.2114
C 2.38 1.76 0.33 -0.0863
N 3.50 2.34 -0.01 0.0991
C 0.77 0.61 2.19 -0.4807
C -0.77 0.72 2.73 -0.1224
N -2.01 0.85 3.06 0.1184
O 1.79 1.25 3.04 -0.2101
C 1.36 2.57 3.53 -0.2267
C 0.87 2.49 5.13 -0.0951
P 1.19 -1.29 2.21 0.7988
N 1.67 -1.82 3.66 -0.3387
H 0.64 -1.80 -2.34 0.0813
H 0.03 2.00 0.43 0.1577
H 0.61 3.14 2.84 0.1295
H 2.35 3.24 3.57 0.1421
H 0.27 1.47 5.34 0.0873
H 0.09 3.35 5.35 0.0859
H 1.77 2.62 5.87 0.0823
H 2.21 -1.57 1.23 0.0223
H 0.01 -2.07 1.85 0.0145
H 1.67 -1.02 4.33 -0.0504
C -3.40 -1.45 -0.79 -0.2560
S -2.48 -1.47 0.77 0.7996
O -1.15 -2.11 0.49 -0.6377
C -3.52 -2.70 1.59 -0.2505
H -2.90 -0.76 -1.48 0.0435
H -3.42 -2.45 -1.23 0.0594
H -4.42 -1.09 -0.61 0.0544
H -3.53 -3.63 1.01 0.0595
H -4.53 -2.31 1.70 0.0554
H -3.10 -2.90 2.58 0.0566
C 1.35 1.27 -4.94 -0.2587
S 0.67 -0.41 -4.90 0.7815
O 1.77 -1.32 -4.44 -0.5636
C 0.53 -0.60 -6.69 -0.2705
H 1.55 1.59 -3.92 0.0474
H 2.27 1.29 -5.52 0.0601
H 0.61 1.95 -5.39 0.0530
H 1.50 -0.47 -7.16 0.0587
H -0.18 0.14 -7.08 0.0521
H 0.15 -1.61 -6.91 0.0514
```

Output
HOMO energy   -7.82 eV
Orbital gap   8.0 eV

***

4.
Density functional theory data (ωB97M-V/def2-TZVPD) for a cluster of 3 separate species, CH8NO3 in total at a distorted geometry.

The geometry in XYZ format:
```
13
Properties=species:S:1:pos:R:3:lowdin_charge:R:1
N -0.71 1.05 1.91 -0.0241
C 0.04 1.12 0.60 -0.5014
O 0.51 -0.10 0.24 -0.3228
H -1.64 1.41 1.77 0.0184
H -0.72 0.07 2.12 0.0331
H -0.68 1.51 -0.16 0.0902
H 0.84 1.86 0.70 0.0772
H 1.37 -0.14 -1.16 -0.0194
H 0.89 -0.49 -2.54 0.0100
O 1.70 -0.19 -2.11 -0.1545
H -0.37 -1.23 -0.25 -0.0290
H -0.34 -2.82 -0.53 -0.0102
O -0.90 -2.05 -0.59 -0.1673
```

Output
Charge   -1
Energy relative to the best compared isomer or geometry (same formula, charge and spin)   3.7 kcal per mole
HOMO energy   -3.90 eV
Orbital gap   8.4 eV

***

5.
Density functional theory data (ωB97M-V/def2-TZVPD) for an isolated molecule of C5H10O2.

The geometry in XYZ format:
```
17
Properties=species:S:1:pos:R:3:lowdin_charge:R:1
C 1.87 0.70 -0.38 0.0710
C 1.00 -0.27 -0.14 -0.3458
O 1.32 -1.60 -0.29 0.0346
C -0.45 -0.15 0.32 -0.5774
C -0.75 1.21 0.92 -0.0296
C -1.38 -0.46 -0.87 -0.0170
O -0.68 -1.09 1.36 -0.0055
H 2.17 -1.65 -0.75 0.1145
H 2.90 0.47 -0.64 0.0641
H 1.60 1.75 -0.34 0.0584
H -0.08 1.40 1.77 0.0954
H -1.78 1.23 1.27 0.0910
H -0.62 2.01 0.18 0.0854
H -2.42 -0.42 -0.54 0.0893
H -1.17 -1.46 -1.26 0.0862
H -1.22 0.26 -1.68 0.0923
H -0.32 -1.94 1.07 0.0932
```

Output
Energy relative to the best compared isomer or geometry (same formula, charge and spin)   32.4 kcal per mole
HOMO energy   -9.19 eV
Orbital gap   9.9 eV

***

6.
Density functional theory data (ωB97M-V/def2-TZVPD) for the ion C5H10 with charge +1 at a distorted geometry.

The geometry in XYZ format:
```
15
Properties=species:S:1:pos:R:3:mulliken_spin:R:1
C 0.49 2.16 0.57 0.0028
C -0.11 0.77 0.98 0.0182
C 0.05 -0.13 -0.29 0.0389
C -0.39 -1.52 -0.27 0.2566
C -0.44 -2.39 -1.34 0.4871
H 0.56 2.73 1.50 0.0009
H -0.27 2.57 -0.11 -0.0004
H 1.51 2.10 0.14 -0.0007
H -1.19 0.88 1.09 0.0087
H 0.39 0.50 1.89 0.0008
H -0.07 0.43 -1.22 0.0077
H 1.09 -0.57 -0.14 0.1129
H -0.86 -1.86 0.69 0.0107
H -0.23 -2.21 -2.40 0.0315
H -0.55 -3.45 -1.11 0.0242
```

Output
Charge   +1
Energy relative to the best compared isomer or geometry (same formula, charge and spin)   26.4 kcal per mole
Expectation value of S²   0.7543
2S+1   2
HOMO energy (alpha / beta)   -15.91 / -16.03 eV
Orbital gap (alpha / beta)   11.0 / 7.3 eV

***

no.,energy (eV)
1,-50639.5570
2,-107525.2013
3,-54358.7693
4,-8800.3127
5,-9441.6399
6,-5336.4916